(1)
C30H50BrN3P2SW | ωB97M-V/def2-TZVPD

Atoms and positions in Å:
1 C 2.475 4.304 -0.837
2 C 1.480 3.674 -1.618
3 C 1.500 3.735 -3.023
4 C 2.424 4.608 -3.577
5 N 3.340 5.258 -2.860
6 C 3.334 5.155 -1.530
7 C 0.370 3.075 -1.072
8 C -0.678 2.376 -0.920
9 C -2.082 2.433 -0.592
10 C -2.650 1.119 -0.392
11 C -3.259 0.727 0.858
12 C -3.382 1.902 1.594
13 C -3.499 3.201 1.142
14 C -2.855 3.494 -0.089
15 W -0.999 0.168 0.420
16 P 1.497 -0.298 -0.491
17 H 0.843 3.107 -3.630
18 H 2.564 4.136 0.231
19 H 2.454 4.718 -4.651
20 H 4.090 5.723 -0.994
21 H -3.097 4.329 -0.736
22 H -2.331 0.332 -1.156
23 H -3.884 4.026 1.695
24 H -3.723 -0.246 0.977
25 C 2.257 -1.963 -0.245
26 C 3.497 -2.482 -1.016
27 H 1.470 -2.721 -0.384
28 H 2.556 -1.993 0.811
29 H 3.706 -3.517 -0.696
30 H 3.385 -2.541 -2.104
31 H 4.447 -1.961 -0.830
32 C 1.873 -0.129 -2.283
33 C 3.237 0.346 -2.752
34 H 1.088 0.517 -2.673
35 H 1.750 -1.122 -2.699
36 H 3.217 0.414 -3.852
37 H 3.524 1.348 -2.404
38 H 4.084 -0.335 -2.549
39 C 2.819 0.705 0.280
40 C 4.296 0.281 0.285
41 H 2.500 0.873 1.320
42 H 2.746 1.660 -0.249
43 H 4.868 1.027 0.845
44 H 4.491 -0.668 0.783
45 H 4.795 0.227 -0.688
46 Br -2.625 2.166 3.589
47 P -1.647 -1.680 -1.678
48 C -0.426 -2.625 -2.642
49 C -1.064 -3.868 -3.277
50 H 0.415 -2.914 -1.984
51 H -0.039 -1.961 -3.438
52 H -0.300 -4.373 -3.880
53 H -1.415 -4.591 -2.519
54 H -1.890 -3.624 -3.972
55 C -2.601 -2.894 -0.714
56 C -3.915 -3.232 -1.416
57 H -2.813 -2.503 0.304
58 H -1.970 -3.795 -0.597
59 H -4.482 -3.943 -0.804
60 H -4.564 -2.355 -1.553
61 H -3.777 -3.731 -2.389
62 C -2.622 -0.683 -2.904
63 C -3.055 -1.373 -4.187
64 H -1.994 0.191 -3.170
65 H -3.522 -0.256 -2.418
66 H -3.625 -0.656 -4.794
67 H -2.193 -1.666 -4.799
68 H -3.732 -2.228 -4.030
69 C 1.976 0.109 3.779
70 N 0.802 -0.017 4.652
71 C 1.061 -0.533 6.012
72 C -0.365 -0.331 4.052
73 S -0.361 -0.752 2.342
74 N -1.506 -0.485 4.728
75 C -1.686 0.256 5.980
76 C -2.662 -0.990 3.986
77 H 2.856 0.215 4.412
78 H 1.883 0.994 3.130
79 H 2.069 -0.803 3.168
80 H 1.120 0.275 6.744
81 H 0.266 -1.232 6.273
82 H 1.984 -1.098 6.001
83 H -0.927 1.062 6.053
84 H -2.713 0.632 6.109
85 H -1.576 -0.398 6.851
86 H -2.838 -0.347 3.109
87 H -2.503 -2.017 3.642
88 H -3.561 -0.968 4.600

For the largest force on an atom, the calculation gives 4.74 eV/A. As for the spin multiplicity: 3. The total charge is +4. The calculation puts the highest occupied orbital energy (spin up / spin down) at -19.57 / -19.60 eV. The HOMO-LUMO gap (spin up / spin down) comes out at 5.640 / 5.985 eV. The total energy comes out at -137623.3435 eV. Its energy relative to the best compared isomer or geometry (same formula, charge and spin) is 0.4765 eV. The expectation value of S² is 2.070. As for the LUMO energy (spin up / spin down): -13.931 / -13.615 eV.

=====

(2)
C24H34N4O2 | ωB97M-V/def2-TZVPD

Atoms and positions in Å:
1 C 1.504 -1.443 10.087
2 C 0.742 -1.346 8.773
3 C 1.556 -0.601 7.710
4 N 0.830 -0.479 6.477
5 C 0.711 -1.395 5.494
6 C -0.146 -0.870 4.551
7 C -0.596 -1.469 3.261
8 N -0.276 -0.595 2.142
9 C -0.905 -1.025 0.910
10 C -0.702 0.029 -0.174
11 C 0.794 0.248 -0.413
12 O 1.038 1.313 -1.316
13 C 0.900 1.130 -2.653
14 C 0.547 -0.059 -3.284
15 C 0.442 -0.109 -4.664
16 C 0.689 1.013 -5.441
17 C 0.639 0.975 -6.932
18 O 1.560 1.380 -7.622
19 N -0.478 0.451 -7.486
20 C -1.746 0.198 -6.833
21 C -2.775 0.561 -7.902
22 C -2.085 0.094 -9.183
23 C -0.620 0.449 -8.935
24 C 1.073 2.194 -4.810
25 C 1.165 2.257 -3.439
26 C 1.444 0.626 0.916
27 C 1.154 -0.444 1.962
28 C -0.503 0.396 5.067
29 C -1.408 1.395 4.444
30 N 0.096 0.603 6.227
31 H 1.728 -0.450 10.471
32 H 2.442 -1.976 9.948
33 H 0.914 -1.973 10.830
34 H -0.199 -0.814 8.926
35 H 0.505 -2.348 8.407
36 H 2.496 -1.128 7.520
37 H 1.775 0.411 8.057
38 H 1.233 -2.331 5.527
39 H -0.142 -2.471 3.142
40 H -1.684 -1.590 3.280
41 H -0.498 -1.995 0.562
42 H -1.974 -1.155 1.095
43 H -1.203 -0.279 -1.093
44 H -1.138 0.974 0.154
45 H 1.256 -0.677 -0.788
46 H 0.357 -0.957 -2.718
47 H 0.185 -1.046 -5.136
48 H -1.842 0.790 -5.921
49 H -1.835 -0.864 -6.572
50 H -3.736 0.079 -7.736
51 H -2.921 1.642 -7.926
52 H -2.478 0.578 -10.074
53 H -2.199 -0.985 -9.294
54 H 0.074 -0.269 -9.379
55 H -0.363 1.441 -9.321
56 H 1.297 3.060 -5.413
57 H 1.453 3.168 -2.939
58 H 2.520 0.742 0.783
59 H 1.033 1.581 1.244
60 H 1.622 -1.399 1.653
61 H 1.588 -0.148 2.919
62 H -2.443 1.063 4.522
63 H -1.164 1.499 3.389
64 H -1.306 2.350 4.950

For the largest force on an atom, the calculation gives 0.76 eV/A. As for the spin multiplicity: 1. The calculation puts the highest occupied orbital energy at -8.45 eV. The HOMO-LUMO gap comes out at 9.148 eV. The total energy comes out at -35495.7591 eV. Its energy relative to the best compared isomer or geometry (same formula, charge and spin) is 2.1900 eV. As for the LUMO energy: 0.703 eV.

=====

(3)
C4H29N3O8S | ωB97M-V/def2-TZVPD

Atoms and positions in Å:
1 N -2.908 -0.957 1.141
2 C -1.932 -0.630 2.161
3 N -0.524 -0.818 1.799
4 C 0.232 0.346 1.293
5 C 1.615 -0.202 0.924
6 N 2.587 0.864 0.696
7 C -0.451 1.027 0.101
8 S -0.021 2.792 -0.115
9 H -2.995 -0.251 0.432
10 H -2.678 -1.821 0.666
11 H -2.116 -1.315 2.994
12 H -2.081 0.404 2.472
13 H -0.375 -1.609 1.174
14 H 0.279 1.076 2.108
15 H 1.527 -0.769 -0.009
16 H 1.937 -0.924 1.682
17 H 2.682 1.418 1.543
18 H 3.516 0.498 0.530
19 H -0.242 0.508 -0.832
20 H -1.526 1.042 0.224
21 H 1.316 2.666 -0.104
22 O 0.992 -0.966 4.263
23 H 0.471 -1.057 3.421
24 H 0.355 -0.872 4.969
25 O -1.196 -0.274 -3.768
26 H -1.937 0.037 -3.207
27 H -0.658 0.542 -3.946
28 O -0.721 -2.961 -0.332
29 H -0.388 -3.867 -0.386
30 H -0.248 -2.428 -1.022
31 O -3.494 0.706 -2.630
32 H -3.636 1.655 -2.751
33 H -4.220 0.297 -3.100
34 O 0.439 1.839 -4.030
35 H 0.191 2.692 -3.675
36 H 1.137 1.490 -3.423
37 O 0.639 -1.558 -2.343
38 H 1.066 -2.152 -2.989
39 H -0.100 -1.107 -2.888
40 O 2.468 1.283 4.044
41 H 3.081 1.210 4.788
42 H 1.935 0.460 4.071
43 O 2.161 0.702 -2.290
44 H 1.641 -0.132 -2.248
45 H 2.179 1.119 -1.408

For the largest force on an atom, the calculation gives 1.01 eV/A. As for the spin multiplicity: 1. The calculation puts the highest occupied orbital energy at -8.76 eV. The HOMO-LUMO gap comes out at 8.951 eV. The total energy comes out at -36305.8981 eV. Its energy relative to the best compared isomer or geometry (same formula, charge and spin) is 0.0000 eV. As for the LUMO energy: 0.188 eV.